DFT (ωB97M-V/def2-TZVPD) results for a cluster of 2 separate species, C9H17N2 in total in a non-equilibrium geometry.

Geometry as ORCA input:
```
! wB97M-V def2-TZVPD RIJCOSX def2/J DEFGRID3
* xyz 1 1
C 1.641 -1.593 -0.913
C 2.062 -0.907 0.318
C 1.813 1.621 -0.468
C 0.162 -1.181 -1.178
C 0.931 1.274 -1.591
C -2.960 0.425 0.198
C 1.200 0.426 0.270
C -2.871 -0.604 1.201
C 0.404 0.786 1.484
N -1.911 0.841 -0.394
N 0.448 0.230 -0.927
H 2.179 -1.394 -1.852
H 1.741 -2.595 -0.678
H 1.634 -1.327 1.297
H 3.145 -0.870 0.513
H 2.912 1.564 -0.579
H 1.606 2.668 -0.194
H -0.316 -1.304 -2.188
H -0.387 -1.629 -0.360
H 0.619 1.539 -2.551
H -3.894 0.829 -0.182
H -3.366 -1.459 0.945
H -3.305 -0.372 2.233
H -1.856 -0.913 1.278
H 0.922 1.112 2.332
H -0.140 -0.087 1.874
H -0.308 1.527 1.367
H -2.104 1.394 -1.258
*
```

Calculated values
LUMO (eV): -4.007
Relative energy (zero: lowest compared OMol25 entry of this formula, charge and spin) (kJ/mol): 382.9
Kohn-Sham gap (eV): 9.199

Mulliken atomic charge list, values in e, 6 entries:
1. C -0.71
2. C -0.67
3. C -0.89
4. C -0.35
5. C -0.26
6. C 0.01